The molecule C6H7ClN2 in a non-equilibrium geometry, computed with ωB97M-V with the def2-TZVPD basis set.

Values from the calculation:
ΔE to the lowest compared entry with this formula, charge and spin ... 0.9188 eV
LUMO energy ... 0.9 eV
2S+1 ... 1
Electronic energy ... -21836.273 eV
Frontier orbital gap ... 10.09 eV
SMILES ... Cl[C@H]1CCc2n[nH]cc21

Atoms and positions in Å:
C 0.68 2.20 0.36
C -0.04 1.04 0.19
C 0.79 0.16 -0.52
C 0.30 -1.18 -0.87
C -1.05 -1.20 -0.04
C -1.30 0.48 0.63
N 1.96 0.73 -0.73
N 1.84 1.97 -0.26
Cl -2.58 1.09 -0.42
H 0.51 3.22 0.79
H 0.15 -1.26 -1.89
H 1.11 -1.97 -0.48
H -1.79 -1.49 -0.77
H -1.12 -1.72 0.90
H -1.43 0.44 1.63
H 2.50 2.68 -0.38

So, what does the Mulliken scheme give us? The charges, in e, come out as: C -0.98; C 0.50; C 0.25; C -0.26; C -0.77; C -0.11; N -0.88; N 0.27; Cl -0.22; H 0.39; H 0.29; H 0.21; H 0.34; H 0.32; H 0.47; H 0.18